[1]
The following is a quantum chemistry calculation of a molecular structure, C2H8O6P2 at a distorted geometry, from OMol25.

Summary:
highest occupied orbital energy: -8.590 eV
E_tot: -33068.0740 eV
HOMO-LUMO gap: 9.24 eV
energy relative to the best compared isomer or geometry (same formula, charge and spin): 12.2 kcal/mol

XYZ file:
```
18
C2H8O6P2 ωB97M-V/def2-TZVPD
C 0.107 1.609 1.219
C 2.018 1.091 -0.806
O 1.955 0.101 -1.471
O -0.394 -1.649 -1.606
O -2.553 -0.763 -1.966
O -1.004 -0.743 2.537
O 0.838 -1.019 0.983
O -1.509 -0.275 0.196
P -1.147 -0.225 -1.464
P -0.344 -0.007 1.253
H 0.961 1.939 1.977
H 1.541 2.063 -1.230
H 2.638 1.177 0.064
H 0.456 -1.565 -1.970
H -0.767 2.321 1.271
H -2.686 -1.573 -1.576
H -1.471 -1.556 2.461
H 1.361 -0.928 0.128
```

[2]
The following is a quantum chemistry calculation of a single C2H8OP2 molecule at a distorted geometry, from OMol25.

Summary:
highest occupied orbital energy: -9.136 eV
E_tot: -22826.5604 eV
HOMO-LUMO gap: 9.79 eV
energy relative to the best compared isomer or geometry (same formula, charge and spin): 15.6 kcal/mol
SMILES: OCC(P)P

XYZ file:
```
13
C2H8OP2 ωB97M-V/def2-TZVPD
C 0.929 0.111 -0.383
C -0.570 0.089 -0.635
O 1.160 -0.367 0.905
P -1.138 -1.602 -0.005
P -1.608 1.329 -0.033
H 1.418 1.112 -0.580
H 1.496 -0.680 -1.026
H -0.776 -0.079 -1.748
H 2.130 -0.239 1.190
H 0.118 -2.156 0.079
H -1.142 -1.473 1.354
H -1.141 1.421 1.325
H -0.876 2.532 -0.445
```

[3]
The following is a quantum chemistry calculation of 2 unconnected molecules or ions with the total composition C2H8OS at a distorted geometry, from OMol25.

Summary:
highest occupied orbital energy (alpha / beta): 1.154 / -4.880 eV
spin multiplicity: 2
net charge: -1
E_tot: -15084.7953 eV
HOMO-LUMO gap (alpha / beta): 2.32 / 8.67 eV
energy relative to the best compared isomer or geometry (same formula, charge and spin): 6.8 kcal/mol

XYZ file:
```
12
C2H8OS ωB97M-V/def2-TZVPD
C 0.024 0.577 1.482
S 1.024 -0.333 0.270
C 0.834 0.817 -1.127
H -0.544 -0.173 2.024
H -0.727 1.278 1.074
H 0.624 1.132 2.206
H 0.905 1.842 -0.754
H 1.444 0.561 -1.976
H -0.246 0.872 -1.306
H -1.654 -1.377 -0.968
H -2.402 -0.199 -0.145
O -2.453 -0.854 -0.841
```

[4]
The following is a quantum chemistry calculation of 2 unconnected molecules or ions with the total composition C2H8OS at a distorted geometry, from OMol25.

Summary:
highest occupied orbital energy: -8.437 eV
E_tot: -15085.3539 eV
HOMO-LUMO gap: 9.20 eV
energy relative to the best compared isomer or geometry (same formula, charge and spin): 25.9 kcal/mol
SMILES: CSC.O

XYZ file:
```
12
C2H8OS ωB97M-V/def2-TZVPD
C -1.246 1.062 -0.884
S -1.067 0.050 0.671
C -0.324 1.169 1.828
H -2.036 0.571 -1.557
H -0.385 0.884 -1.361
H -1.344 2.168 -0.667
H -0.138 2.128 1.326
H -1.084 1.395 2.730
H 0.487 0.732 2.337
H 2.638 -4.022 -1.089
H 1.820 -2.859 -1.734
O 2.678 -3.279 -1.600
```

[5]
The following is a quantum chemistry calculation of 2 unconnected molecules or ions with the total composition C2H8OS at a distorted geometry, from OMol25.

Summary:
highest occupied orbital energy: -8.492 eV
E_tot: -15085.2657 eV
HOMO-LUMO gap: 9.28 eV
energy relative to the best compared isomer or geometry (same formula, charge and spin): 28.0 kcal/mol
SMILES: CSC.O

XYZ file:
```
12
C2H8OS ωB97M-V/def2-TZVPD
C -1.969 0.505 -0.990
S -0.612 -0.347 -0.038
C -0.951 0.508 1.590
H -1.610 1.442 -0.665
H -3.058 0.128 -0.668
H -1.889 0.259 -2.070
H -1.633 1.319 1.450
H -1.305 -0.158 2.399
H -0.028 0.985 1.945
H 4.178 -0.399 0.275
H 3.392 0.328 -0.695
O 3.657 -0.555 -0.620
```

[6]
The following is a quantum chemistry calculation of 2 unconnected molecules or ions with the total composition C2H8OS, from OMol25.

Summary:
highest occupied orbital energy: -9.127 eV
E_tot: -15085.7065 eV
HOMO-LUMO gap: 10.03 eV
energy relative to the best compared isomer or geometry (same formula, charge and spin): 17.8 kcal/mol
SMILES: CO.CS

XYZ file:
```
12
C2H8OS ωB97M-V/def2-TZVPD
C 0.646 -1.701 -1.282
S -1.153 -1.601 -1.462
H -1.386 -2.589 -0.604
H 0.964 -2.732 -1.137
H 1.001 -1.083 -0.458
H 1.164 -1.344 -2.177
C -0.410 1.538 1.176
O 0.729 2.363 1.283
H 0.476 3.294 1.231
H -0.080 0.541 1.479
H -1.227 1.864 1.813
H -0.723 1.450 0.137
```

[7]
The following is a quantum chemistry calculation of 2 unconnected molecules or ions with the total composition C2H8OS2 at a distorted geometry, from OMol25.

Summary:
highest occupied orbital energy: -9.059 eV
E_tot: -25920.9859 eV
HOMO-LUMO gap: 9.31 eV
energy relative to the best compared isomer or geometry (same formula, charge and spin): 21.9 kcal/mol
SMILES: CCO.SS

XYZ file:
```
13
C2H8OS2 ωB97M-V/def2-TZVPD
S 1.285 -2.242 0.164
S 2.840 -1.189 -0.788
H 2.100 -3.223 0.563
H 3.608 -1.112 0.303
C -2.795 2.826 0.195
O -1.728 2.147 0.827
C -4.040 1.951 0.075
H -3.085 3.723 0.759
H -2.514 3.138 -0.805
H -2.089 1.291 1.101
H -3.716 0.980 -0.285
H -4.600 1.897 1.015
H -4.730 2.293 -0.696
```

[8]
The following is a quantum chemistry calculation of 3 unconnected molecules or ions with the total composition C2H8OS2 at a distorted geometry, from OMol25.

Summary:
highest occupied orbital energy: -8.791 eV
E_tot: -25917.1989 eV
HOMO-LUMO gap: 4.47 eV
energy relative to the best compared isomer or geometry (same formula, charge and spin): 109.2 kcal/mol

XYZ file:
```
13
C2H8OS2 ωB97M-V/def2-TZVPD
C 1.810 0.058 0.544
S 1.472 0.165 -1.216
S -1.616 0.323 1.238
C -1.547 1.080 -0.344
H 0.922 -0.429 1.030
H 2.734 -0.597 0.666
H 2.023 1.028 1.024
H -0.718 1.830 -0.410
H -1.300 0.330 -1.116
H -2.474 1.561 -0.552
H 0.173 -1.642 -0.793
H -0.975 -1.517 0.259
O -0.504 -2.190 -0.331
```